Entry 1:
DFT (wB97M-V/def2-TZVPD) results for 2 unconnected molecules or ions with the total composition C4H10OS.

Its energy above the lowest of the compared OMol25 structures with the same formula, charge and spin is 2.1161 eV. The calculation puts the frontier orbital gap at 9.17 eV. The value obtained for the LUMO energy is 0.0271 Ha.

```
16
Properties=species:S:1:pos:R:3:forces:R:3
C 1.066390 -0.337818 3.352889 1.491 1.469 -0.326
C 1.107004 0.935682 2.452410 -2.843 -0.700 -0.216
O 1.066228 2.045749 2.883306 0.944 0.687 0.127
H 1.893463 -0.466390 4.118571 -1.093 0.268 -1.072
H 1.028985 -1.070398 2.605602 0.432 -1.870 -0.583
H 0.083310 -0.350937 3.788604 -0.345 0.273 0.558
H 0.669315 0.784538 1.348707 1.420 -0.132 1.524
C 0.150051 -1.666136 -2.416236 1.073 1.445 -1.248
S -1.344978 -0.684345 -2.245290 -1.052 0.687 -0.230
C -0.697253 0.802456 -1.383053 1.244 -2.494 0.817
H -0.082505 -2.417087 -1.730831 0.811 -1.490 1.241
H 1.091239 -0.999873 -2.147768 -1.802 -1.837 -0.834
H 0.146575 -2.144833 -3.438370 0.472 0.826 0.998
H -0.636132 1.528410 -2.182339 0.201 0.721 0.691
H -1.280559 1.006554 -0.441974 0.574 0.199 -1.301
H 0.318998 0.308436 -1.098068 -1.525 1.951 -0.147
```
Forces are in eV/Å.

Partial atomic charges computed with the natural (NBO) method, in multiples of e: atom 1 (C): -0.718, atom 2 (C): 0.442, atom 3 (O): -0.506, atom 4 (H): 0.240, atom 5 (H): 0.211, atom 6 (H): 0.240, atom 7 (H): 0.090, atom 8 (C): -0.750, atom 9 (S): 0.139, atom 10 (C): -0.734, atom 11 (H): 0.216, atom 12 (H): 0.220, atom 13 (H): 0.232, atom 14 (H): 0.231, atom 15 (H): 0.234, atom 16 (H): 0.211



Entry 2:
DFT (wB97M-V/def2-TZVPD) results for 3 unconnected molecules or ions with the total composition C4H10OS2.

Its energy above the lowest of the compared OMol25 structures with the same formula, charge and spin is 2.8396 eV. As for the net charge: -1. The calculation puts the frontier orbital gap (spin up / spin down) at 3.78 / 2.09 eV. Its multiplicity is 2. The value obtained for the LUMO energy (spin up / spin down) is 0.0920 / 0.0298 Ha.

```
17
Properties=species:S:1:pos:R:3:forces:R:3
C 1.644960 -0.479363 -0.039452 -1.503 0.773 -2.994
C 1.866201 -1.453050 0.890099 -0.732 -0.197 1.011
O 4.122457 1.060623 0.493875 1.646 0.836 1.080
C 2.272025 -0.117304 -1.287478 -0.554 -0.914 0.451
S -2.195631 0.085274 0.458503 -0.895 -0.378 0.171
S -4.103158 -0.461425 0.680893 0.956 0.102 -0.377
C -5.009432 0.808218 -0.228023 -1.312 0.146 -0.034
H 3.029109 -0.764796 -1.797881 -0.463 0.553 0.772
H 0.639617 0.049531 0.063863 1.502 0.056 0.399
H 1.172176 -1.513484 1.742654 0.322 -0.061 -0.400
H 2.410543 -2.348058 0.668659 0.675 -0.252 -0.009
H 3.350295 0.546506 0.210745 -0.221 -0.314 -0.221
H 4.503682 0.714086 1.321687 -0.750 -0.023 -0.730
H 1.823441 0.639666 -1.955817 0.079 -0.434 0.630
H -4.806565 0.842166 -1.304739 -0.075 -0.634 0.168
H -4.570468 1.743720 0.124166 -0.743 0.137 0.288
H -6.149259 0.647682 -0.041749 2.067 0.604 -0.204
```
Forces are in eV/Å.

Partial atomic charges computed with the natural (NBO) method, in multiples of e: atom 1 (C): -0.222, atom 2 (C): -0.754, atom 3 (O): -1.008, atom 4 (C): -0.800, atom 5 (S): -0.106, atom 6 (S): 0.204, atom 7 (C): -0.789, atom 8 (H): 0.166, atom 9 (H): 0.158, atom 10 (H): 0.164, atom 11 (H): 0.167, atom 12 (H): 0.516, atom 13 (H): 0.448, atom 14 (H): 0.171, atom 15 (H): 0.230, atom 16 (H): 0.235, atom 17 (H): 0.221



Entry 3:
DFT (wB97M-V/def2-TZVPD) results for a single C4H10OS2 molecule.

Its energy above the lowest of the compared OMol25 structures with the same formula, charge and spin is 4.8062 eV. The calculation puts the frontier orbital gap (spin up / spin down) at 8.29 / 8.29 eV. The value obtained for the LUMO energy (spin up / spin down) is 0.0070 / 0.0070 Ha.

```
17
Properties=species:S:1:pos:R:3:forces:R:3
C -1.093954 -1.248021 1.096840 0.303 -1.365 0.318
C 0.219073 -1.768637 0.269092 -1.995 -0.124 0.700
C 1.044152 -0.729689 -0.425879 -1.990 0.188 -1.518
S 0.256693 0.185698 -1.709563 5.049 1.487 2.332
O -0.502823 -0.416602 -2.739055 -1.472 -1.251 -0.992
S -0.598229 2.162045 -1.279612 -0.051 -0.226 0.453
C 0.232892 2.353759 0.351644 -0.016 1.003 -0.064
H -0.940028 -0.522816 1.935963 0.253 0.150 -1.349
H -1.855494 -0.978884 0.328093 0.524 0.385 0.831
H -1.572841 -2.058923 1.722074 0.584 0.191 -1.053
H 0.908953 -2.310045 0.928199 -0.238 0.057 -0.058
H -0.185764 -2.497539 -0.467395 0.336 0.343 0.476
H 1.573170 -0.120817 0.288722 0.552 0.519 -0.415
H 1.461170 0.715883 -2.283709 -1.416 -0.479 0.671
H -0.518928 2.736552 1.080965 0.419 -0.650 -0.513
H 0.555742 1.296670 0.607109 -0.050 1.671 0.162
H 1.016217 3.201367 0.296512 -0.794 -1.896 0.019
```
Forces are in eV/Å.

Partial atomic charges computed with the natural (NBO) method, in multiples of e: atom 1 (C): -0.640, atom 2 (C): -0.450, atom 3 (C): -0.670, atom 4 (S): 1.463, atom 5 (O): -0.902, atom 6 (S): -0.061, atom 7 (C): -0.769, atom 8 (H): 0.208, atom 9 (H): 0.212, atom 10 (H): 0.212, atom 11 (H): 0.224, atom 12 (H): 0.215, atom 13 (H): 0.213, atom 14 (H): 0.041, atom 15 (H): 0.235, atom 16 (H): 0.236, atom 17 (H): 0.231



Entry 4:
DFT (wB97M-V/def2-TZVPD) results for a single C4H10OSi molecule.

Its energy above the lowest of the compared OMol25 structures with the same formula, charge and spin is 0.6469 eV. The calculation puts the frontier orbital gap at 9.47 eV. The value obtained for the LUMO energy is 0.0305 Ha.

```
16
Properties=species:S:1:pos:R:3:forces:R:3
C -2.285456 -1.445307 0.243432 -0.002 0.067 -0.166
C -1.028644 -0.754399 -0.244718 0.334 -0.462 -0.233
O -0.152741 -1.391669 -0.790608 0.283 -0.194 -0.132
Si -0.987096 1.133631 -0.032519 0.978 -0.107 0.078
C -0.407299 1.341257 1.769169 -0.594 0.163 -0.410
C 0.169353 2.104261 -1.177971 -0.354 -0.323 0.279
H -3.124733 -1.099193 -0.362338 -0.066 0.026 0.047
H -2.491247 -1.165718 1.274488 -0.104 -0.021 0.156
H -2.198797 -2.521664 0.137237 0.098 -0.114 0.083
H -2.382833 1.198112 -0.481318 -0.466 0.965 0.356
H 0.588812 0.909599 1.855613 0.086 -0.057 -0.186
H -0.343879 2.378582 2.079067 -0.018 0.210 0.053
H -1.046260 0.816080 2.472816 -0.140 -0.055 0.094
H -0.249724 3.080040 -1.417162 -0.079 0.075 0.034
H 1.141765 2.264006 -0.717180 0.054 -0.049 0.084
H 0.326312 1.576631 -2.113840 -0.010 -0.123 -0.136
```
Forces are in eV/Å.

Partial atomic charges computed with the natural (NBO) method, in multiples of e: atom 1 (C): -0.728, atom 2 (C): 0.235, atom 3 (O): -0.552, atom 4 (Si): 1.241, atom 5 (C): -1.071, atom 6 (C): -1.087, atom 7 (H): 0.233, atom 8 (H): 0.221, atom 9 (H): 0.232, atom 10 (H): -0.186, atom 11 (H): 0.247, atom 12 (H): 0.238, atom 13 (H): 0.238, atom 14 (H): 0.242, atom 15 (H): 0.242, atom 16 (H): 0.253



Entry 5:
DFT (wB97M-V/def2-TZVPD) results for 4 unconnected molecules or ions with the total composition C4H10S.

Its energy above the lowest of the compared OMol25 structures with the same formula, charge and spin is 5.1830 eV. The calculation puts the frontier orbital gap (spin up / spin down) at 7.82 / 7.82 eV. The value obtained for the LUMO energy (spin up / spin down) is 0.0070 / 0.0071 Ha.

```
15
Properties=species:S:1:pos:R:3:forces:R:3
C 1.360057 0.719590 0.111113 -1.852 1.781 0.427
C 2.065753 0.974792 -2.457043 -2.360 1.864 2.000
C -3.442923 -2.686746 1.352501 0.013 -0.767 -1.829
C -3.207153 -1.581095 2.030600 -0.112 1.110 1.952
S 1.080102 1.603373 -1.272110 1.703 -2.166 -0.020
H 0.620004 1.055476 0.948457 1.934 -1.120 -1.413
H 2.151918 -0.043469 0.096666 -0.725 0.409 0.469
H 1.988670 1.428356 -3.373130 -0.084 1.008 -1.990
H 2.691651 0.179641 -2.302539 1.362 -1.783 0.507
H -4.302240 -3.305628 1.610356 0.296 -0.078 -0.053
H -2.874034 -2.997527 0.377035 -0.977 0.762 2.141
H 4.287858 3.485458 -1.245997 -1.824 -0.448 1.947
H -3.773208 -1.231983 3.006231 0.996 -1.006 -2.255
H -2.365443 -0.943911 1.759606 -0.208 -0.018 0.039
H 3.718989 3.343675 -0.641747 1.840 0.453 -1.921
```
Forces are in eV/Å.

Partial atomic charges computed with the natural (NBO) method, in multiples of e: atom 1 (C): -0.828, atom 2 (C): -0.774, atom 3 (C): -0.398, atom 4 (C): -0.395, atom 5 (S): 0.719, atom 6 (H): 0.240, atom 7 (H): 0.230, atom 8 (H): 0.211, atom 9 (H): 0.205, atom 10 (H): 0.194, atom 11 (H): 0.204, atom 12 (H): 0.001, atom 13 (H): 0.202, atom 14 (H): 0.192, atom 15 (H): -0.004



Entry 6:
DFT (wB97M-V/def2-TZVPD) results for a single C4H10S molecule.

Its energy above the lowest of the compared OMol25 structures with the same formula, charge and spin is 6.4270 eV. The calculation puts the frontier orbital gap at 8.28 eV. The value obtained for the LUMO energy is 0.0185 Ha.

```
15
Properties=species:S:1:pos:R:3:forces:R:3
C -0.377848 -1.694423 -0.985790 -0.443 0.940 -0.102
S 0.201644 -0.390891 -0.056978 -1.613 0.931 1.343
C 1.633609 -0.786725 0.785476 -1.432 1.317 -0.424
C -1.105782 -0.078257 1.216990 -0.126 2.646 -1.416
C 0.055834 1.660770 -0.804332 2.954 -0.428 3.229
H -1.293487 -1.561760 -1.591468 0.031 0.503 1.005
H 0.350355 -1.889980 -1.732764 1.237 -0.467 -0.398
H 1.991056 0.141698 1.256846 0.152 -0.528 -0.217
H 2.293829 -1.372156 0.176164 0.325 -0.135 -0.206
H -1.967572 0.436388 0.690805 1.140 -0.402 0.362
H -1.498796 -0.967056 1.563816 -0.297 -2.146 0.829
H -0.770379 0.586607 2.048746 0.166 -0.623 -0.882
H 0.771973 1.407304 -1.554278 -0.188 0.509 -1.199
H -0.892947 2.110394 -0.948953 -0.994 -0.331 -0.826
H 0.608511 2.398086 -0.064279 -0.912 -1.787 -1.097
```
Forces are in eV/Å.

Partial atomic charges computed with the natural (NBO) method, in multiples of e: atom 1 (C): -0.960, atom 2 (S): 1.220, atom 3 (C): -0.943, atom 4 (C): -0.751, atom 5 (C): -0.772, atom 6 (H): 0.225, atom 7 (H): 0.209, atom 8 (H): 0.212, atom 9 (H): 0.227, atom 10 (H): 0.224, atom 11 (H): 0.236, atom 12 (H): 0.242, atom 13 (H): 0.211, atom 14 (H): 0.213, atom 15 (H): 0.206



Number 1: strongest force on any atom 2.94 eV/Å, energy -631.74692 Ha. Number 2: strongest force on any atom 3.44 eV/Å, energy -1029.92481 Ha. Number 3: strongest force on any atom 5.76 eV/Å, energy -1029.85512 Ha. Number 4: strongest force on any atom 1.13 eV/Å, energy -523.12563 Ha. Number 5: strongest force on any atom 3.61 eV/Å, energy -556.39152 Ha. Number 6: strongest force on any atom 4.40 eV/Å, energy -556.34581 Ha.